CH2S2 | ωB97M-V/def2-TZVPD

Results
Relative energy (zero: lowest compared OMol25 entry of this formula, charge and spin) = 28.3 kcal per mole
Orbital gap (spin up / spin down) = 0.2467 / 0.2431 hartree
Lowest unoccupied orbital energy (spin up / spin down) = -0.452 / -3.077 eV
Electronic energy = -22733.677 eV
Highest occupied orbital energy (spin up / spin down) = -0.2633 / -0.3562 hartree
Multiplicity = 3

Geometry as XYZ:
```
5
Properties=species:S:1:pos:R:3:forces:R:3
C 2.41838 0.43527 -0.85046 0.449 1.061 -0.825
S 2.03080 -0.73525 0.05449 -0.247 -1.048 0.817
S -1.36317 -0.24118 -0.27091 -0.529 2.539 0.210
H -1.50894 -0.63262 0.98769 -0.059 -0.061 0.364
H -1.57707 1.17378 0.07920 0.387 -2.491 -0.566
```
Forces are in eV/Å.

Mulliken atomic charge list, values in e, 2 entries: 0.1252, -0.1127